# 1
The following is a quantum chemistry calculation of a 2-piece molecular cluster, C12H14FO4P overall in a non-equilibrium geometry, from OMol25.

The HOMO energy is -8.787 eV. The value obtained for the maximum force is 8.89 eV/Å. The value obtained for the LUMO energy is -0.039 Eh. The calculation puts the electronic energy at -32855.697 eV.

Geometry (Å):
P1 3.59 -1.64 -1.98
F1 5.16 -2.21 -2.48
O1 3.80 0.74 -3.76
O2 2.46 0.94 -1.68
O3 -1.41 0.32 4.18
O4 0.21 0.16 2.57
C1 0.76 -1.72 -2.44
C2 -0.71 0.77 3.11
C3 -1.77 0.04 -1.52
C4 -2.04 2.54 3.85
C5 -1.36 0.11 -3.12
C6 -2.47 1.23 4.47
C7 2.12 -2.64 -2.77
C8 0.29 -1.75 -0.83
C9 3.24 0.21 -2.49
C10 -0.04 -0.82 -3.56
C11 -1.00 -0.84 -0.37
C12 -1.24 2.09 2.65
H1 -1.30 -0.88 0.76
H2 3.36 -1.75 -0.53
H3 0.89 -2.37 -0.03
H4 -2.88 3.19 3.60
H5 2.02 -3.72 -2.29
H6 -3.39 0.85 4.03
H7 -2.60 1.32 5.55
H8 -1.93 0.79 -3.90
H9 -2.69 0.71 -1.14
H10 -0.43 2.79 2.43
H11 0.33 -0.82 -4.69
H12 -1.88 1.94 1.78
H13 2.30 -2.67 -3.94
H14 -1.38 3.08 4.55



# 2
The following is a quantum chemistry calculation of an isolated ion of composition C12H14N and charge +1 in a non-equilibrium geometry, from OMol25.

As for the energy relative to the best compared isomer or geometry (same formula, charge and spin): 9.8417 eV. The HOMO energy is -11.629 eV. The value obtained for the maximum force is 4.10 eV/Å. As for the net charge: +1. The value obtained for the LUMO energy is -0.158 Eh. The calculation puts the electronic energy at -14144.704 eV.

Geometry (Å):
N1 1.42 -0.25 0.49
C1 2.22 -0.48 -0.46
C2 -4.59 -0.78 0.59
C3 2.26 0.77 1.19
C4 -0.95 -0.72 -1.41
C5 -3.25 1.13 -0.06
C6 3.27 0.50 0.01
C7 -2.20 -0.78 0.41
C8 -3.46 -0.20 0.38
C9 -0.95 1.53 -0.20
C10 0.12 -0.61 0.95
C11 -2.34 1.89 -0.44
C12 -0.99 -0.05 0.00
H1 2.02 -1.03 -1.34
H2 -1.14 -1.80 -1.44
H3 4.28 0.28 0.24
H4 1.78 1.80 1.12
H5 2.37 0.53 2.17
H6 -0.02 -0.36 -1.93
H7 -1.87 -0.44 -1.85
H8 -0.42 1.76 -1.10
H9 -4.61 -1.84 0.85
H10 3.27 1.37 -0.67
H11 -0.08 -1.73 0.96
H12 0.12 -0.20 1.97
H13 -0.73 2.03 0.71
H14 -5.46 -0.03 0.55



# 3
The following is a quantum chemistry calculation of a 2-piece molecular cluster, C12H14N2 overall in a non-equilibrium geometry, from OMol25.

As for the energy relative to the best compared isomer or geometry (same formula, charge and spin): 8.4587 eV. The HOMO energy is -7.416 eV. The value obtained for the maximum force is 7.19 eV/Å. The value obtained for the LUMO energy is 0.008 Eh. The calculation puts the electronic energy at -15643.561 eV.

Geometry (Å):
N1 1.34 -0.80 -0.86
N2 4.85 -0.26 0.65
C1 2.81 -0.64 -0.60
C2 3.31 -0.41 0.94
C3 -2.83 -1.85 0.08
C4 0.75 1.27 -0.60
C5 -1.91 0.81 0.29
C6 -3.75 -0.81 0.37
C7 -1.44 2.16 0.11
C8 -0.22 2.31 -0.35
C9 -1.50 -1.66 -0.26
C10 -1.06 -0.32 -0.12
C11 -3.25 0.51 0.69
C12 0.23 -0.01 -0.46
H1 -3.84 1.42 1.13
H2 -4.73 -1.34 0.31
H3 4.80 0.88 0.73
H4 -2.29 2.92 0.07
H5 1.73 1.69 -1.13
H6 -0.01 3.47 -0.78
H7 3.30 -1.55 -1.17
H8 3.35 0.32 -1.12
H9 3.30 -1.34 1.45
H10 2.83 0.57 1.30
H11 5.12 -0.25 1.67
H12 0.82 -2.09 -1.26
H13 -3.67 -2.79 -0.11
H14 -0.81 -2.62 -0.18



# 4
The following is a quantum chemistry calculation of one molecule with the formula C12H14N2O, from OMol25.

As for the energy relative to the best compared isomer or geometry (same formula, charge and spin): 1.4695 eV. As for the structure (SMILES): C/C=N\C(=O)/C(C)=C\Nc1ccccc1. The HOMO energy is -7.605 eV. The value obtained for the maximum force is 0.74 eV/Å. The value obtained for the LUMO energy is 0.016 Eh. The calculation puts the electronic energy at -17698.402 eV.

Geometry (Å):
O1 -3.41 -0.38 -1.32
N1 0.67 -0.12 -0.49
N2 -1.81 1.10 -0.65
C1 -2.15 -2.59 -0.20
C2 3.99 1.36 -0.85
C3 -3.60 1.93 0.81
C4 4.80 0.42 -0.23
C5 2.04 0.01 -0.39
C6 -0.10 -1.21 -0.24
C7 -2.32 -0.19 -0.81
C8 -1.44 -1.28 -0.39
C9 4.23 -0.72 0.30
C10 -2.38 2.04 -0.03
C11 2.87 -0.93 0.23
C12 2.63 1.16 -0.93
H1 0.15 0.68 -0.83
H2 -1.88 3.01 -0.06
H3 2.45 -1.83 0.66
H4 -4.31 1.25 0.35
H5 -4.06 2.91 0.97
H6 -2.91 -2.51 0.57
H7 -2.66 -2.87 -1.12
H8 -1.45 -3.38 0.08
H9 4.42 2.26 -1.27
H10 1.99 1.90 -1.40
H11 4.86 -1.46 0.79
H12 5.87 0.58 -0.17
H13 0.44 -2.11 0.04
H14 -3.32 1.53 1.79



Repeat the fourth record exactly.
The following is a quantum chemistry calculation of one molecule with the formula C12H14N2O, from OMol25.

As for the energy relative to the best compared isomer or geometry (same formula, charge and spin): 1.4695 eV. As for the structure (SMILES): C/C=N\C(=O)/C(C)=C\Nc1ccccc1. The HOMO energy is -7.605 eV. The value obtained for the maximum force is 0.74 eV/Å. The value obtained for the LUMO energy is 0.016 Eh. The calculation puts the electronic energy at -17698.402 eV.

Geometry (Å):
O1 -3.41 -0.38 -1.32
N1 0.67 -0.12 -0.49
N2 -1.81 1.10 -0.65
C1 -2.15 -2.59 -0.20
C2 3.99 1.36 -0.85
C3 -3.60 1.93 0.81
C4 4.80 0.42 -0.23
C5 2.04 0.01 -0.39
C6 -0.10 -1.21 -0.24
C7 -2.32 -0.19 -0.81
C8 -1.44 -1.28 -0.39
C9 4.23 -0.72 0.30
C10 -2.38 2.04 -0.03
C11 2.87 -0.93 0.23
C12 2.63 1.16 -0.93
H1 0.15 0.68 -0.83
H2 -1.88 3.01 -0.06
H3 2.45 -1.83 0.66
H4 -4.31 1.25 0.35
H5 -4.06 2.91 0.97
H6 -2.91 -2.51 0.57
H7 -2.66 -2.87 -1.12
H8 -1.45 -3.38 0.08
H9 4.42 2.26 -1.27
H10 1.99 1.90 -1.40
H11 4.86 -1.46 0.79
H12 5.87 0.58 -0.17
H13 0.44 -2.11 0.04
H14 -3.32 1.53 1.79



- What is the maximum force in the fourth record?
  0.74 eV/Å



- Which of these has the highest LUMO energy?
  C12H14N2O